The following is a DFT calculation (ωB97M-V with the def2-TZVPD basis set) of C43H51F3FeN2OPS2 as an isolated structure in a non-equilibrium geometry.

The calculation puts the HOMO energy (spin up / spin down) at -7.602 / -7.870 eV. Its spin multiplicity is 2. For the HOMO-LUMO gap (spin up / spin down), the calculation gives 6.4 / 6.8 eV. The charge is 0. Its expectation value of S² is 1.09. Its energy relative to the best compared isomer or geometry (same formula, charge and spin) is 1.453 eV. The total energy is -123943.1850 eV.

Element x y z (Å)
Fe 0.4448 0.8915 -0.5076
C -0.2724 -1.8163 -3.4573
C 0.0712 -0.4216 -3.0434
N 0.8778 -0.2710 -1.9476
N 1.9354 0.5514 -2.2062
C 2.7219 1.0659 -1.3074
S 2.5894 0.9484 0.4157
S 4.0780 1.9993 -1.9521
C 3.9042 1.8166 -3.7702
C 4.5079 0.5354 -4.2738
C 3.7271 -0.5899 -4.5196
C 4.3136 -1.7742 -4.9432
C 5.6847 -1.8452 -5.1379
C 6.4704 -0.7266 -4.9005
C 5.8845 0.4528 -4.4690
C -0.3150 0.7146 -3.7650
C -0.7385 0.6506 -5.1210
C -0.9845 1.7809 -5.8431
C -0.8361 3.0473 -5.2398
C -0.5134 3.1603 -3.9145
C -0.2948 2.0128 -3.1170
O -0.1723 2.1528 -1.8510
H 0.3294 -2.5289 -2.8991
H -0.0685 -1.9534 -4.5195
H -1.3322 -2.0428 -3.3056
H 4.4356 2.6834 -4.1616
H 2.8462 1.9006 -4.0026
H 2.6563 -0.5337 -4.3779
H 3.6957 -2.6461 -5.1215
H 6.1391 -2.7667 -5.4787
H 7.5416 -0.7728 -5.0493
H 6.4966 1.3252 -4.2701
H -0.8208 -0.3134 -5.6058
H -1.2736 1.7021 -6.8824
H -0.9912 3.9472 -5.8210
H -0.4501 4.1239 -3.4272
F 0.4026 6.5345 6.9562
C -0.5823 5.6426 6.7386
F -1.7501 6.2868 6.9239
F -0.4888 4.7238 7.7293
C -0.4877 5.0061 5.3870
C -1.6430 4.6825 4.6887
C -1.5519 4.0254 3.4742
C -0.3041 3.6735 2.9515
C 0.8543 4.0368 3.6513
C 0.7613 4.6949 4.8625
C -0.1897 2.8769 1.7730
C -0.0750 2.0663 0.8759
H -2.6073 4.9433 5.1033
H -2.4470 3.7676 2.9239
H 1.8180 3.7847 3.2299
H 1.6549 4.9684 5.4086
C -1.0549 -0.9104 5.1551
C 0.3073 -0.5339 4.5765
C 0.4216 -1.0167 3.1214
C -0.9383 -0.9425 2.3917
C -1.7498 0.2139 2.9867
C -2.1731 -0.1522 4.4159
P -0.6536 -0.8697 0.5622
C 0.1460 -2.5061 0.1453
C 1.6685 -2.5459 0.3111
C 2.2508 -3.6737 -0.5538
C 1.3136 -4.8940 -0.5965
C 0.4982 -4.9622 0.6914
C -0.4675 -3.7666 0.7848
C -2.3124 -1.0848 -0.2603
C -2.9351 0.2924 -0.5645
C -4.3547 0.1040 -1.0904
C -5.2767 -0.4514 0.0094
C -4.5066 -1.2953 1.0375
C -3.3351 -2.0401 0.3990
H -1.0898 -0.6861 6.2219
H -1.1964 -1.9906 5.0506
H 1.1117 -0.9691 5.1716
H 0.4287 0.5517 4.6255
H 0.7874 -2.0463 3.1130
H 1.1539 -0.4014 2.5913
H -1.5061 -1.8620 2.5636
H -2.6284 0.4495 2.3883
H -1.1305 1.1026 2.9889
H -3.0779 -0.7667 4.3846
H -2.4190 0.7660 4.9537
H -0.0466 -2.5438 -0.9300
H 1.9199 -2.7085 1.3612
H 2.1203 -1.6028 0.0264
H 3.2207 -3.9642 -0.1447
H 2.4319 -3.3026 -1.5665
H 1.8905 -5.8099 -0.7336
H 0.6290 -4.8233 -1.4485
H 1.1852 -4.9643 1.5414
H -0.0732 -5.8909 0.7401
H -0.7193 -3.5980 1.8343
H -1.3909 -4.0260 0.2630
H -2.0241 -1.5133 -1.2275
H -2.3135 0.8135 -1.2964
H -2.9537 0.9236 0.3268
H -4.3247 -0.5875 -1.9387
H -4.7475 1.0503 -1.4645
H -6.0630 -1.0553 -0.4487
H -5.7699 0.3733 0.5279
H -5.1805 -2.0175 1.5018
H -4.1323 -0.6565 1.8382
H -3.7303 -2.7103 -0.3700
H -2.8624 -2.6729 1.1487

Löwdin atomic charge list, values in e, 4 entries: atom 1 (Fe): 0.25, atom 2 (C): -0.01, atom 3 (C): -0.23, atom 4 (N): -0.09